*P*
The following is a quantum chemistry calculation of 8 unconnected molecules or ions with the total composition C24H56N8O8, from the Open Molecules 2025 dataset.

Cartesian coordinates (Å):
C: 2.86 1.90 -20.61
O: 3.47 2.95 -20.50
N: 3.23 0.88 -21.38
C: 2.62 -0.44 -21.21
C: 4.41 0.99 -22.22
H: 1.91 1.72 -20.08
H: 2.77 -1.05 -22.10
H: 1.56 -0.30 -21.02
H: 3.07 -0.98 -20.37
H: 4.73 2.02 -22.24
H: 5.23 0.38 -21.83
H: 4.23 0.63 -23.23
C: 7.14 -0.73 -25.43
O: 8.18 -1.25 -25.75
N: 5.91 -1.18 -25.82
C: 5.79 -2.22 -26.84
C: 4.73 -0.40 -25.59
H: 7.05 0.10 -24.71
H: 5.41 -1.82 -27.78
H: 4.98 -2.87 -26.48
H: 6.71 -2.76 -27.00
H: 4.38 0.06 -26.52
H: 3.94 -1.04 -25.19
H: 4.95 0.42 -24.91
C: -0.01 -3.38 -23.27
O: 0.91 -3.72 -22.60
N: -0.02 -2.27 -24.05
C: -1.16 -1.89 -24.88
C: 1.10 -1.34 -24.04
H: -0.97 -3.93 -23.34
H: -1.82 -2.75 -25.00
H: -0.79 -1.49 -25.82
H: -1.71 -1.07 -24.40
H: 0.70 -0.32 -24.01
H: 1.75 -1.54 -23.20
H: 1.68 -1.43 -24.97
C: 7.12 3.09 -23.23
O: 8.06 2.43 -23.58
N: 6.22 3.66 -24.08
C: 5.06 4.36 -23.62
C: 6.36 3.57 -25.51
H: 6.82 3.37 -22.20
H: 4.13 3.83 -23.86
H: 5.04 5.38 -24.01
H: 5.09 4.49 -22.53
H: 6.74 4.50 -25.95
H: 7.03 2.77 -25.80
H: 5.40 3.37 -25.98
C: 11.99 -3.01 -29.22
O: 10.99 -3.14 -29.91
N: 11.99 -2.84 -27.90
C: 13.21 -2.58 -27.21
C: 10.75 -2.63 -27.17
H: 13.01 -3.01 -29.63
H: 14.05 -3.07 -27.71
H: 13.17 -3.02 -26.21
H: 13.45 -1.51 -27.17
H: 9.92 -2.87 -27.83
H: 10.72 -3.29 -26.30
H: 10.63 -1.61 -26.80
C: 2.08 -2.72 -27.84
O: 2.73 -2.06 -28.60
N: 1.01 -3.48 -28.17
C: 0.65 -3.74 -29.54
C: 0.16 -4.08 -27.16
H: 2.31 -2.78 -26.76
H: 1.29 -3.20 -30.22
H: -0.40 -3.47 -29.71
H: 0.74 -4.81 -29.76
H: -0.86 -3.73 -27.33
H: 0.09 -5.16 -27.33
H: 0.50 -3.85 -26.16
C: 3.50 -3.72 -32.03
O: 2.69 -4.29 -32.75
N: 4.13 -4.28 -30.98
C: 5.02 -3.54 -30.17
C: 3.99 -5.67 -30.73
H: 3.76 -2.66 -32.19
H: 5.99 -4.09 -30.18
H: 4.79 -3.57 -29.10
H: 5.23 -2.54 -30.52
H: 4.95 -6.13 -30.50
H: 3.34 -5.85 -29.86
H: 3.56 -6.14 -31.61
C: 12.55 0.71 -26.27
O: 13.55 0.75 -26.94
N: 11.48 1.53 -26.39
C: 10.32 1.37 -25.55
C: 11.40 2.48 -27.46
H: 12.37 -0.03 -25.47
H: 10.31 2.04 -24.69
H: 10.18 0.33 -25.26
H: 9.45 1.67 -26.15
H: 10.56 2.20 -28.11
H: 11.24 3.49 -27.10
H: 12.27 2.45 -28.11

Calculated values
* SMILES: CN(C)C=O.CN(C)C=O.CN(C)C=O.CN(C)C=O.CN(C)C=O.CN(C)C=O.CN(C)C=O.CN(C)C=O
* spin multiplicity: 1
* HOMO-LUMO gap: 0.3251 hartree

***

*Q*
The following is a quantum chemistry calculation of 8 unconnected molecules or ions with the total composition C24H56N8O8, from the Open Molecules 2025 dataset.

Cartesian coordinates (Å):
C: 4.84 -0.32 -1.69
O: 5.50 -1.27 -1.23
N: 4.95 0.14 -2.92
C: 5.86 -0.37 -3.92
C: 4.11 1.18 -3.45
H: 4.04 0.26 -1.21
H: 5.31 -0.65 -4.81
H: 6.51 -1.22 -3.69
H: 6.55 0.33 -4.38
H: 3.86 1.93 -2.70
H: 4.61 1.83 -4.17
H: 3.29 0.71 -4.00
C: -3.11 4.02 1.00
O: -2.50 4.07 -0.10
N: -3.77 2.94 1.40
C: -4.27 2.93 2.78
C: -3.72 1.67 0.69
H: -3.18 4.92 1.63
H: -4.40 3.96 3.13
H: -3.56 2.39 3.41
H: -5.22 2.41 2.71
H: -2.95 0.93 0.92
H: -4.63 1.09 0.87
H: -3.60 1.82 -0.38
C: 2.60 2.86 2.49
O: 2.29 2.54 3.69
N: 3.83 2.71 1.97
C: 4.00 2.81 0.57
C: 5.07 2.58 2.76
H: 1.96 3.18 1.66
H: 4.41 1.87 0.20
H: 4.69 3.60 0.27
H: 3.06 2.91 0.02
H: 4.94 2.75 3.83
H: 5.27 1.53 2.55
H: 5.94 3.14 2.46
C: -4.76 -2.73 4.09
O: -5.58 -3.00 5.03
N: -4.67 -1.48 3.54
C: -3.88 -1.28 2.37
C: -5.41 -0.34 4.04
H: -4.01 -3.40 3.64
H: -4.52 -0.86 1.59
H: -3.71 -2.19 1.79
H: -3.05 -0.60 2.53
H: -6.06 0.16 3.33
H: -5.91 -0.52 5.00
H: -4.66 0.43 4.19
C: 0.87 1.18 -0.80
O: 1.84 0.80 -0.14
N: -0.19 0.43 -0.98
C: -1.32 0.94 -1.69
C: -0.40 -0.90 -0.40
H: 0.84 2.01 -1.53
H: -1.11 1.01 -2.75
H: -1.43 1.97 -1.38
H: -2.28 0.43 -1.56
H: 0.48 -1.22 0.16
H: -1.23 -1.01 0.29
H: -0.57 -1.53 -1.27
C: 4.23 -0.74 3.99
O: 4.90 -0.71 4.94
N: 4.51 -1.50 2.92
C: 3.71 -1.44 1.63
C: 5.64 -2.49 2.76
H: 3.29 -0.21 3.77
H: 3.09 -0.55 1.58
H: 3.06 -2.31 1.53
H: 4.34 -1.47 0.74
H: 5.03 -3.39 2.77
H: 6.20 -2.29 1.85
H: 6.31 -2.42 3.62
C: -2.56 -4.54 0.43
O: -2.45 -4.14 -0.70
N: -1.56 -4.78 1.29
C: -2.00 -5.31 2.55
C: -0.13 -4.72 1.04
H: -3.55 -4.77 0.87
H: -1.57 -4.79 3.41
H: -1.69 -6.36 2.55
H: -3.06 -5.42 2.78
H: 0.12 -4.14 0.15
H: 0.45 -4.16 1.77
H: 0.43 -5.65 1.03
C: -3.81 3.14 -7.24
O: -4.53 3.21 -8.21
N: -3.31 1.97 -6.81
C: -2.35 1.92 -5.68
C: -3.65 0.69 -7.37
H: -3.42 3.98 -6.65
H: -1.46 1.47 -6.13
H: -2.68 1.22 -4.91
H: -2.20 2.89 -5.22
H: -4.10 0.90 -8.34
H: -2.73 0.10 -7.48
H: -4.38 0.31 -6.66

Calculated values
* SMILES: CN(C)C=O.CN(C)C=O.CN(C)C=O.CN(C)C=O.CN(C)C=O.CN(C)C=O.CN(C)C=O.CN(C)C=O
* spin multiplicity: 1
* HOMO-LUMO gap: 0.3196 hartree

***

The structure with the greatest stability is *P*.

***

*P*
The following is a quantum chemistry calculation of 2 unconnected molecules or ions with the total composition C2H6N3O2, from the Open Molecules 2025 dataset.

Cartesian coordinates (Å):
C: 0.60 -1.04 0.06
C: -0.61 -0.24 0.35
N: -1.79 -0.69 -0.16
N: -0.07 1.67 -0.93
N: -2.93 -0.12 0.14
O: -2.95 0.91 0.84
O: -3.87 -0.76 -0.29
H: 1.11 -0.61 -0.77
H: 0.04 -1.97 -0.20
H: 1.25 -1.37 0.84
H: -0.70 0.41 1.33
H: -0.48 2.23 -0.19
H: -0.81 1.20 -1.49

Calculated values
* spin multiplicity: 1
* HOMO-LUMO gap: 0.2737 hartree
* total charge: -1

***

*Q*
The following is a quantum chemistry calculation of a gas-phase ion, C2H6N3O2 (charge -1), from the Open Molecules 2025 dataset.

Cartesian coordinates (Å):
C: -0.94 -1.03 0.64
C: -0.25 0.16 -0.17
N: 0.97 0.53 0.31
N: -1.14 1.31 -0.39
N: 2.03 -0.02 -0.04
O: 2.04 -0.92 -0.89
O: 3.07 0.40 0.49
H: -1.02 -1.83 -0.09
H: -1.96 -0.71 0.78
H: -0.56 -1.32 1.65
H: -0.19 -0.24 -1.38
H: -0.82 1.72 -1.25
H: -1.23 1.95 0.35

Calculated values
* SMILES: C[C@@H](N)N=[N+]([O-])[O-]
* spin multiplicity: 1
* HOMO-LUMO gap: 0.3043 hartree
* total charge: -1

***

The structure with the greatest stability is *Q*.

***

*P*
The following is a quantum chemistry calculation of 2 unconnected molecules or ions with the total composition C2H6N3O2, from the Open Molecules 2025 dataset.

Cartesian coordinates (Å):
N: 0.78 2.60 0.73
C: 1.08 1.25 0.35
O: 1.46 1.09 -0.82
O: 0.90 0.39 1.23
H: 0.90 2.77 1.71
H: 1.25 3.28 0.15
N: -0.38 -1.70 -1.38
C: -1.05 -1.42 -0.24
N: -1.91 -2.21 0.26
H: 0.48 -1.19 -1.54
H: -0.43 -2.64 -1.72
H: -0.78 -0.44 0.17
H: -2.30 -1.78 1.08

Calculated values
* spin multiplicity: 1
* HOMO-LUMO gap: 0.3228 hartree
* total charge: -1

***

*Q*
The following is a quantum chemistry calculation of 2 unconnected molecules or ions with the total composition C2H6N3O2, from the Open Molecules 2025 dataset.

Cartesian coordinates (Å):
N: -1.35 -1.03 0.12
C: -1.30 -1.46 1.40
N: -0.40 -1.11 2.25
H: -0.74 -0.31 -0.31
H: -2.09 -1.39 -0.42
H: -2.12 -2.16 1.62
H: -0.63 -1.53 3.14
N: 1.88 2.05 -1.58
C: 0.97 1.02 -1.25
O: 1.38 -0.15 -1.37
O: -0.19 1.39 -0.89
H: 1.73 2.94 -1.13
H: 2.84 1.74 -1.58

Calculated values
* spin multiplicity: 1
* HOMO-LUMO gap: 0.2993 hartree
* total charge: -1

***

The structure with the greatest stability is *P*.

***

*P*
The following is a quantum chemistry calculation of 2 unconnected molecules or ions with the total composition C4H14N4, from the Open Molecules 2025 dataset.

Cartesian coordinates (Å):
C: 1.55 -0.07 -0.08
N: 1.50 -0.82 -1.32
N: 1.39 1.32 -0.37
N: 2.79 -0.30 0.63
N: 0.42 -0.55 0.81
H: 0.84 -1.59 -1.26
H: 1.22 -0.22 -2.09
H: 1.66 1.88 0.43
H: 0.38 1.49 -0.57
H: 3.49 0.37 0.34
H: 3.17 -1.22 0.40
H: 0.56 -1.53 1.04
H: 0.46 -0.02 1.68
C: -2.56 -0.29 1.00
C: -1.78 -0.18 -0.27
C: -1.69 0.98 -0.98
H: -1.66 -1.11 -0.80
H: -1.98 -0.84 1.74
H: -3.49 -0.85 0.82
H: -2.79 0.69 1.41
H: -2.06 1.90 -0.55
H: -1.44 0.96 -2.03

Calculated values
* SMILES: NC(N)(N)N.C=CC
* spin multiplicity: 1
* HOMO-LUMO gap: 0.3440 hartree

***

*Q*
The following is a quantum chemistry calculation of 2 unconnected molecules or ions with the total composition C4H14N4, from the Open Molecules 2025 dataset.

Cartesian coordinates (Å):
C: -2.17 -1.58 -0.18
C: 0.85 -1.23 0.95
N: -1.44 -0.48 -0.82
C: 0.53 -0.48 -0.32
N: 1.12 -0.71 -1.44
H: -1.37 -0.58 -1.83
H: 1.90 -1.35 -1.36
H: -1.63 -2.52 -0.32
H: -2.26 -1.37 0.88
H: -3.15 -1.68 -0.64
H: 0.11 -1.02 1.72
H: 1.82 -0.91 1.33
H: 0.90 -2.31 0.77
C: 1.10 2.10 -0.69
N: 0.38 1.14 0.10
N: 0.19 1.47 1.46
H: -1.34 0.41 -0.28
H: 1.06 1.80 1.88
H: -0.48 2.24 1.53
H: 0.51 3.01 -0.85
H: 1.32 1.66 -1.66
H: 2.06 2.39 -0.22

Calculated values
* SMILES: [H]/N=C(\C)N(C)N.CN
* spin multiplicity: 1
* HOMO-LUMO gap: 0.3194 hartree

***

The structure with the greatest stability is *P*.